[1]
74
Properties=species:S:1:pos:R:3:forces:R:3 method="wB97M-V/def2-TZVPD" orbital_gap_ha=0.2722 max_force_ha_per_bohr=0.029 e_homo_ev=-7.29 energy_ev=-95125.0906
Ca 1.387 -0.422 -0.827 0.2 -0.7 -1.1
C 1.454 3.302 -0.988 0.0 0.0 0.0
C 0.104 2.662 -0.865 0.4 -0.1 0.0
C -1.150 3.268 -0.849 -0.1 0.1 0.0
C -2.050 2.233 -0.685 -0.3 -0.1 0.1
C -3.545 2.303 -0.639 0.0 0.1 0.0
N -1.359 1.085 -0.596 0.4 -0.5 0.1
N -0.015 1.342 -0.732 -1.2 0.8 0.1
B -1.926 -0.361 -0.386 0.0 -0.1 -0.1
N -1.811 -1.160 -1.726 0.6 0.1 0.1
N -0.580 -1.429 -2.292 -0.6 0.2 0.3
C -0.840 -2.109 -3.403 0.3 0.0 -0.1
C 0.255 -2.584 -4.302 0.0 0.0 0.0
C -2.215 -2.292 -3.572 -0.1 -0.1 -0.1
C -2.794 -1.674 -2.484 -0.1 0.1 0.2
C -4.247 -1.560 -2.147 0.0 0.0 -0.1
N -1.221 -1.170 0.760 0.3 0.3 -0.2
N 0.146 -1.290 0.851 -1.1 -0.4 0.8
C 0.395 -2.007 1.943 0.4 0.1 -0.2
C 1.801 -2.279 2.377 0.0 0.0 0.1
C -0.798 -2.389 2.557 0.0 -0.1 0.1
C -1.796 -1.847 1.776 -0.3 0.2 -0.2
C -3.278 -1.984 1.959 0.1 -0.1 0.1
H 1.357 4.387 -0.990 0.0 0.0 0.0
H 2.104 3.011 -0.162 -0.1 0.0 0.0
H 1.955 3.019 -1.915 0.0 0.0 0.0
H -1.379 4.317 -0.945 0.0 0.0 0.0
H -3.867 3.245 -1.084 0.0 0.0 0.0
H -4.010 1.491 -1.193 0.1 0.0 0.0
H -3.930 2.270 0.383 0.1 0.0 0.0
H -3.091 -0.254 -0.092 0.2 0.0 -0.1
H 1.226 -2.280 -3.917 -0.1 0.0 0.0
H 0.254 -3.672 -4.389 0.0 0.0 0.0
H 0.150 -2.170 -5.306 0.0 0.0 0.0
H -2.723 -2.804 -4.374 0.0 0.0 0.0
H -4.829 -2.056 -2.923 0.0 0.0 0.0
H -4.486 -2.032 -1.193 0.1 0.0 0.0
H -4.578 -0.523 -2.088 0.1 0.0 0.0
H 2.529 -1.988 1.621 -0.1 0.0 -0.1
H 2.046 -1.706 3.272 -0.1 0.0 0.0
H 1.941 -3.336 2.604 0.0 0.0 0.0
H -0.926 -2.984 3.448 0.0 0.0 -0.1
H -3.483 -2.936 2.450 0.0 0.0 0.0
H -3.691 -1.196 2.589 0.0 0.0 0.0
H -3.814 -1.968 1.013 0.1 0.0 0.0
Cl 8.646 -0.196 -1.090 0.0 0.0 0.0
C 6.959 -0.022 -0.677 0.0 -0.2 -0.4
C 6.608 0.651 0.443 -0.3 0.2 0.4
C 5.248 0.808 0.800 0.7 0.0 -0.1
I 4.766 1.844 2.522 -0.1 0.1 0.2
C 4.216 0.296 0.037 -0.8 -0.2 -0.2
O 2.960 0.427 0.342 1.2 0.1 0.0
C 4.610 -0.436 -1.166 -0.6 -0.1 -0.1
N 3.593 -0.977 -1.942 0.8 0.3 0.5
C 3.931 -1.638 -3.026 0.0 0.0 0.1
C 5.257 -1.829 -3.448 -0.2 -0.1 -0.1
C 6.262 -1.307 -2.696 0.2 0.0 0.1
C 5.964 -0.590 -1.518 0.3 0.0 0.0
H 7.380 1.074 1.073 -0.1 0.0 0.0
H 3.126 -2.055 -3.617 0.0 0.0 0.0
H 5.460 -2.384 -4.354 0.0 0.0 0.0
H 7.296 -1.435 -2.987 0.0 0.0 0.0
S -0.302 1.815 2.933 -0.1 0.0 0.0
C -1.830 2.092 3.518 -0.2 -0.2 -0.1
N -2.050 2.947 4.568 0.2 0.2 0.2
C -3.258 3.238 5.133 0.3 0.0 -0.1
C -4.385 2.665 4.663 -0.1 -0.1 -0.1
C -4.250 1.760 3.570 -0.2 0.0 0.1
C -3.040 1.487 3.026 0.3 0.0 -0.1
H -1.209 3.380 4.925 -0.1 0.0 0.0
H -3.231 3.937 5.956 0.0 0.0 0.0
H -5.339 2.894 5.111 0.0 0.0 0.0
H -5.133 1.279 3.164 0.0 0.0 0.0
H -2.927 0.803 2.197 0.0 0.0 0.0

---

[2]
75
Properties=species:S:1:pos:R:3:forces:R:3 method="wB97M-V/def2-TZVPD" orbital_gap_ha="0.2434 / 0.2434" max_force_ha_per_bohr=0.083 e_homo_ev="-7.76 / -7.76" energy_ev=-165514.6484
Ce 12.687 14.511 9.293 -0.6 -1.1 -1.2
S 13.724 13.359 13.677 0.1 0.9 -0.7
C 12.027 13.165 13.529 -0.2 0.0 -0.6
C 11.505 13.568 12.339 2.5 0.8 0.1
C 12.546 14.145 11.497 0.2 -0.1 1.5
C 13.822 14.164 12.075 -1.9 -1.6 0.1
C 15.071 14.393 11.352 1.0 1.2 -0.5
C 16.325 14.060 11.904 -1.1 -0.6 -0.2
C 17.426 14.559 11.250 0.6 -0.2 -1.3
C 17.312 15.128 9.969 -0.4 -0.4 0.1
C 16.045 15.293 9.391 2.2 0.2 0.7
N 14.994 15.050 10.123 -2.1 -1.1 2.2
H 11.403 12.719 14.272 0.2 -0.3 0.7
H 10.501 13.419 12.042 -0.7 0.1 -0.1
H 16.376 13.278 12.695 0.1 1.2 -0.3
H 18.431 14.392 11.614 -0.1 -0.1 0.2
H 18.202 15.263 9.376 0.1 0.4 0.0
H 15.936 15.662 8.374 -0.3 -0.1 0.2
C 10.931 12.696 6.451 -0.2 -0.1 2.1
N 9.796 13.204 7.225 -1.7 0.9 0.9
C 8.733 13.890 6.629 0.3 0.4 0.1
C 7.827 14.222 7.600 2.0 -1.2 -0.6
N 8.328 13.702 8.770 -0.1 0.2 1.4
B 7.620 13.804 10.124 -0.3 0.5 1.2
N 8.310 14.756 11.287 2.0 0.8 -0.3
C 7.868 14.829 12.602 0.0 0.1 -0.4
C 8.561 15.786 13.274 0.5 0.0 -1.2
N 9.479 16.332 12.358 -1.7 -1.9 0.1
C 10.273 17.497 12.538 1.9 0.8 0.2
C 9.354 15.628 11.177 -0.9 0.5 0.8
S 10.351 16.078 9.845 0.1 -0.1 -0.6
C 9.497 13.100 8.600 0.4 0.3 -3.7
S 10.504 12.341 9.664 1.3 -0.5 1.0
H 10.745 11.673 6.175 -0.1 -0.4 -0.5
H 11.796 12.653 7.129 0.0 0.1 -0.4
H 11.092 13.365 5.638 0.3 0.2 -0.6
H 8.844 14.166 5.583 -0.4 -0.1 0.3
H 6.897 14.710 7.643 -0.7 0.6 -0.4
H 7.544 12.765 10.700 -0.1 -0.4 -0.1
H 6.578 14.360 9.943 -0.4 -0.1 -0.1
H 7.054 14.206 12.938 0.1 0.0 0.0
H 8.528 16.095 14.297 -0.1 0.2 0.2
H 11.349 17.211 12.729 -1.0 0.4 -0.3
H 9.945 18.150 13.356 -0.2 -0.6 0.0
H 10.231 18.114 11.634 0.1 -0.3 0.1
F 12.053 23.085 8.537 0.9 0.2 0.5
C 13.229 22.639 9.102 -1.1 -0.4 -1.1
F 13.081 22.804 10.430 0.4 -0.3 -0.4
F 14.212 23.469 8.694 -0.3 -0.5 0.3
C 13.415 21.181 8.629 -0.4 -0.6 0.3
C 12.389 20.538 7.911 0.6 0.9 0.0
C 12.549 19.225 7.473 -0.7 0.3 1.2
C 13.527 18.439 8.054 1.7 1.7 0.7
C 14.625 19.064 8.806 -1.9 -0.8 -1.7
C 14.551 20.421 8.991 0.1 0.7 0.2
C 13.380 17.070 7.820 0.3 -4.2 -1.0
C 13.239 15.867 7.462 0.2 2.7 0.7
H 11.457 21.047 7.680 0.4 0.1 -0.1
H 11.773 18.743 6.884 0.2 0.1 0.1
H 15.515 18.500 9.077 -0.4 0.0 0.1
H 15.410 20.913 9.429 -0.1 0.1 0.2
C 13.650 10.768 11.259 0.8 -0.7 0.9
Si 14.309 10.575 9.495 0.6 -0.2 0.3
C 16.162 10.054 9.702 0.4 0.9 -1.1
C 13.219 9.297 8.617 0.2 -0.3 0.3
Se 14.361 12.417 8.146 -0.4 0.3 0.4
H 13.458 9.771 11.744 0.3 0.6 -0.7
H 12.702 11.269 11.356 -0.3 0.5 -0.1
H 14.406 11.249 11.933 -0.7 -0.2 -0.7
H 16.227 9.067 10.128 0.0 -0.6 0.1
H 16.782 10.706 10.370 -0.8 -0.2 -0.5
H 16.699 10.057 8.698 -0.7 -0.1 1.2
H 12.895 8.477 9.297 0.1 0.6 -0.3
H 13.766 8.797 7.797 -0.4 0.5 0.1
H 12.329 9.862 8.267 0.5 -0.5 0.0

---

[3]
72
Properties=species:S:1:pos:R:3:forces:R:3 method="wB97M-V/def2-TZVPD" orbital_gap_ha=0.2681 max_force_ha_per_bohr=0.066 e_homo_ev=-6.96 energy_ev=-61705.1991
Mg -0.112 -1.926 0.039 -0.4 0.5 0.2
C 3.501 -1.598 -1.989 -1.9 0.4 0.3
Si 3.120 -1.574 -0.186 0.3 0.2 1.2
C 2.669 0.207 0.333 0.8 -0.4 0.4
C 4.777 -1.937 0.735 -0.8 0.3 -0.5
N 1.773 -2.567 0.190 -0.5 -0.1 0.1
C 1.708 -3.907 0.433 0.4 -0.5 0.0
C 2.847 -4.737 0.610 -1.3 -0.8 -0.3
C 2.705 -6.114 0.697 0.3 -0.4 -0.4
C 1.494 -6.835 0.612 0.4 -0.1 0.6
C 0.357 -6.071 0.510 -0.1 2.3 0.1
C 0.511 -4.652 0.485 -0.1 -1.5 -0.3
F -0.691 -3.937 0.343 0.3 0.3 0.0
H 4.340 -1.027 -2.202 1.7 1.3 -0.6
H 2.635 -1.248 -2.544 -0.1 0.4 0.0
H 3.646 -2.538 -2.408 0.5 -2.1 -0.4
H 3.609 0.824 0.249 -1.2 -0.1 -0.4
H 2.426 0.254 1.396 0.1 -0.3 0.2
H 1.752 0.555 -0.138 0.3 0.5 -0.3
H 5.440 -1.059 0.749 -0.2 -0.2 0.0
H 5.288 -2.745 0.214 0.2 -0.1 0.2
H 4.542 -2.218 1.758 0.2 -0.1 0.2
H 3.821 -4.296 0.542 0.3 0.1 0.2
H 3.630 -6.658 0.713 0.3 -0.4 0.2
H 1.429 -7.937 0.738 0.3 1.0 -0.3
H -0.660 -6.451 0.450 0.2 -0.1 0.1
C -2.876 -1.380 -3.769 -0.4 0.0 0.5
N -1.659 -0.677 -3.401 -1.2 1.4 -1.6
C -1.429 0.477 -4.085 0.4 0.2 -1.1
C -0.262 1.169 -3.949 -2.2 0.5 -1.4
C 0.584 0.681 -2.962 1.6 1.2 0.9
N 0.274 -0.371 -2.248 2.5 0.2 0.7
C -0.779 -1.096 -2.465 -1.6 -1.3 1.3
O -1.071 -2.093 -1.739 0.1 0.4 -0.7
N 1.737 1.368 -2.714 1.1 0.3 0.8
H -3.583 -1.472 -2.917 0.3 0.3 -0.7
H -2.573 -2.348 -4.053 0.1 -1.5 -0.2
H -3.277 -0.923 -4.691 -0.1 0.0 0.9
H -2.203 0.716 -4.859 0.9 0.0 1.0
H -0.143 2.083 -4.548 0.3 -0.6 0.5
H 1.860 2.325 -3.055 -0.4 -0.8 0.0
H 2.419 1.141 -1.954 -1.4 -0.2 -1.0
O -0.571 -1.346 2.127 -0.5 0.0 0.4
C -0.935 -0.214 1.762 0.8 -0.3 -0.8
N -1.221 0.881 2.535 0.2 0.3 -0.8
C -1.528 2.052 1.650 0.0 -1.8 0.1
C -1.363 1.306 0.178 0.4 -0.2 0.9
O -1.561 1.847 -0.889 0.1 0.0 0.4
N -0.947 0.018 0.407 -0.5 1.3 0.5
C -0.489 3.139 1.721 0.8 0.8 -0.9
C -0.775 4.306 1.011 -1.5 0.5 -0.7
C 0.151 5.325 0.827 0.3 0.1 -0.1
C 1.413 5.253 1.417 -2.6 -2.1 0.2
C 1.711 4.101 2.116 -0.1 -0.9 -0.4
C 0.844 3.009 2.167 -1.8 0.7 0.3
C -2.995 2.386 1.890 0.8 -0.8 -1.9
C -3.510 3.339 2.680 0.5 1.8 2.1
C -4.882 3.458 2.896 0.5 0.5 0.3
C -5.738 2.580 2.320 -0.7 -0.4 -0.8
C -5.231 1.641 1.447 -0.4 -0.8 -0.3
C -3.897 1.576 1.215 0.7 -1.0 0.1
H -1.726 0.740 3.400 0.2 0.1 -0.1
H -1.803 4.413 0.563 1.2 -0.1 0.4
H -0.058 6.183 0.185 -0.3 -0.2 0.3
H 2.028 6.062 1.385 1.9 2.0 -0.2
H 2.666 3.965 2.555 0.8 0.1 0.4
H 1.068 2.108 2.686 0.6 -0.5 0.3
H -2.819 3.969 3.259 -0.4 0.0 -0.4
H -5.269 4.249 3.502 0.0 0.3 0.4
H -6.798 2.598 2.452 -0.5 0.3 0.3
H -5.847 0.894 0.970 -0.3 0.1 0.0
H -3.494 0.754 0.644 -0.2 0.0 -0.4